{
  "formula": "C4H8NO2S",
  "method": "ωB97M-V/def2-TZVPD",
  "lumo_energy_ev": 3.108,
  "gap_ev": 7.24,
  "spin_multiplicity": 1,
  "charge": -1,
  "smiles": "C[C@H](CS)NC(=O)[O-]",
  "energy_ev": -20697.781,
  "e_homo_ev": -4.1,
  "symbols": ["C", "C", "C", "S", "N", "C", "O", "O", "H", "H", "H", "H", "H", "H", "H", "H"],
  "coordinates": [[0.3737, 1.8436, -1.3027], [0.0903, 0.5038, -0.3558], [0.6475, -0.0153, 1.0098], [1.1995, 1.3981, 1.9345], [0.1201, -0.5938, -1.2464], [-1.1280, -1.4581, -0.8398], [-1.4073, -2.2620, -1.7320], [-1.5732, -1.4500, 0.3172], [-0.0229, 2.6753, -0.6175], [1.4955, 1.9454, -1.5337], [0.0588, 1.7311, -2.3246], [-0.9664, 0.7243, -0.1404], [1.5132, -0.6352, 0.8851], [-0.3609, -0.3632, 1.3699], [2.1117, 0.8489, 2.6438], [0.0802, -0.6877, -2.2614]],
  "forces_ev_per_angstrom": [[2.95, -0.38, 3.47], [-0.60, 2.38, -3.24], [-1.37, 1.95, -0.93], [-0.83, 2.04, -0.09], [-2.74, -3.51, 1.51], [2.18, -1.90, -0.78], [-0.58, -0.13, -1.19], [-0.19, 1.15, 0.16], [0.69, -0.59, -1.88], [-1.19, 0.29, 1.00], [-1.44, -0.11, 0.07], [0.14, -0.01, 0.30], [-0.21, -0.85, -0.18], [1.86, -0.79, 0.27], [1.21, -0.87, 1.06], [0.11, 1.30, 0.46]]
}